{
  "formula": "C28H41GeIN8OTeW",
  "method": "the ωB97M-V functional and the def2-TZVPD basis",
  "elements": ["W", "C", "N", "C", "C", "N", "N", "C", "N", "N", "H", "H", "H", "H", "H", "H", "H", "H", "H", "H", "H", "C", "C", "C", "C", "N", "C", "C", "C", "C", "C", "C", "N", "H", "H", "H", "H", "H", "H", "H", "H", "C", "Ge", "C", "C", "C", "H", "H", "H", "H", "H", "H", "H", "H", "H", "H", "C", "Te", "C", "C", "C", "C", "C", "C", "C", "H", "H", "H", "H", "H", "H", "H", "H", "N", "C", "O", "C", "I", "H", "H", "H", "H"],
  "coordinates": [[-1.3407, 0.0345, 1.1522], [3.1672, -0.6972, 3.1755], [2.6510, 0.6640, 3.2448], [3.1292, 1.5183, 4.3322], [1.6380, 1.0186, 2.4524], [1.0042, 0.2314, 1.6224], [1.2935, 2.3658, 2.5095], [0.0101, 2.8492, 2.4549], [-0.1440, 4.0894, 2.9645], [-0.9592, 2.1683, 1.9478], [4.0718, -0.7578, 3.7720], [3.4273, -0.9577, 2.1519], [2.4340, -1.4069, 3.5676], [3.5889, 0.8846, 5.0842], [2.2938, 2.0222, 4.8173], [3.8761, 2.2394, 3.9915], [1.3370, -0.7233, 1.7072], [1.9705, 2.9699, 2.9436], [0.5931, 4.5544, 3.4647], [-1.0635, 4.4870, 3.0493], [-1.8460, 2.6391, 2.0970], [-4.5456, -2.6092, -0.7226], [-5.3292, -1.7675, -1.4876], [-4.9402, -0.4461, -1.6040], [-3.8039, -0.0093, -0.9410], [-3.1047, -0.7931, -0.1107], [-3.4632, -2.0854, -0.0438], [-3.2458, 1.3363, -1.1375], [-3.7495, 2.1797, -2.1200], [-3.1795, 3.4179, -2.3316], [-2.0994, 3.7688, -1.5413], [-1.6504, 2.8764, -0.5908], [-2.1981, 1.6629, -0.3580], [-4.7756, -3.6595, -0.6161], [-6.2134, -2.1296, -1.9938], [-5.5236, 0.2357, -2.2017], [-2.8717, -2.7181, 0.5909], [-4.5764, 1.8563, -2.7308], [-3.5606, 4.0832, -3.0940], [-1.5973, 4.7199, -1.6473], [-0.8135, 3.1478, 0.0242], [-0.7161, -3.9032, -0.1813], [0.5677, -2.5101, -0.6440], [2.0862, -2.9303, 0.5201], [1.0869, -2.7124, -2.5116], [-0.3448, -0.7291, -0.5256], [-0.1453, -4.8328, -0.1559], [-1.5011, -4.0117, -0.9284], [-1.1573, -3.7398, 0.7999], [2.5092, -3.8362, 0.0802], [1.7483, -3.1886, 1.5249], [2.8848, -2.1990, 0.5820], [1.4339, -3.7322, -2.6788], [1.8871, -2.0295, -2.8041], [0.2322, -2.5332, -3.1650], [-0.9715, -0.7453, -1.4266], [2.9275, 0.1426, -1.1913], [1.0223, 1.0780, -1.1679], [1.4346, 1.6068, -3.2043], [2.8417, 1.1467, -3.4902], [3.4207, 1.4034, -4.7317], [4.7141, 0.9904, -4.9930], [5.4411, 0.3166, -4.0170], [4.8698, 0.0571, -2.7848], [3.5673, 0.4731, -2.5154], [2.7702, -0.9246, -1.0940], [3.4959, 0.4962, -0.3312], [1.3340, 2.6924, -3.2291], [0.6974, 1.1773, -3.8826], [2.8559, 1.9279, -5.4923], [5.1591, 1.1921, -5.9576], [6.4529, -0.0060, -4.2204], [5.4350, -0.4726, -2.0275], [-3.2559, -2.8236, 3.2780], [-3.0703, -1.5963, 2.6994], [-1.8911, -1.5783, 1.9834], [-3.9206, -0.5647, 2.7559], [-0.8060, 0.1329, 4.2622], [-2.4180, -3.3357, 3.5005], [-3.9865, -2.8900, 3.9669], [-4.8202, -0.6209, 3.3505], [-3.7617, 0.3523, 2.2031]],
  "atomic_forces_ev_per_a": [[0.14, 2.21, 1.04], [-0.05, -0.03, 0.06], [0.10, 0.04, -0.22], [-0.05, 0.01, 0.06], [-0.06, 0.03, 0.32], [-0.15, -0.25, -0.28], [-0.03, -0.02, -0.13], [0.12, 0.03, 0.29], [0.00, 0.00, -0.17], [-0.29, -0.40, -0.54], [-0.01, 0.00, 0.00], [0.00, 0.01, -0.03], [0.00, -0.01, 0.00], [0.02, 0.01, -0.01], [-0.03, -0.02, 0.01], [0.00, 0.01, -0.01], [-0.03, -0.01, 0.10], [-0.01, -0.01, 0.04], [-0.01, -0.04, 0.07], [-0.01, -0.01, 0.01], [0.00, -0.05, 0.02], [0.02, 0.01, 0.01], [-0.01, 0.01, 0.00], [-0.01, -0.01, -0.01], [-0.01, 0.13, -0.01], [-0.02, -0.05, -0.04], [-0.11, 0.04, -0.01], [-0.18, -0.13, 0.05], [-0.02, 0.10, -0.03], [-0.03, -0.07, 0.01], [0.05, -0.01, 0.08], [-0.03, 0.07, 0.03], [0.17, 0.06, -0.53], [0.01, 0.00, 0.01], [-0.01, 0.01, 0.00], [0.00, -0.02, -0.02], [-0.06, 0.02, -0.02], [-0.01, 0.03, -0.01], [-0.01, 0.00, 0.00], [0.00, 0.00, -0.01], [0.04, -0.01, 0.01], [-0.05, 0.04, -0.11], [0.02, -0.20, -0.09], [-0.07, 0.07, 0.03], [0.04, 0.13, -0.04], [0.51, 0.65, -1.39], [-0.03, -0.03, 0.01], [-0.02, 0.00, 0.01], [0.08, -0.04, 0.02], [0.02, -0.01, 0.04], [-0.01, 0.06, 0.02], [0.04, 0.04, -0.02], [0.01, 0.00, -0.02], [0.00, -0.04, -0.04], [-0.01, -0.02, 0.00], [-0.09, -0.11, 0.04], [0.15, 0.16, -0.04], [0.22, -0.70, 0.80], [-0.36, -0.39, -0.18], [0.00, -0.01, 0.00], [-0.01, 0.00, 0.02], [0.01, -0.02, 0.01], [-0.01, 0.01, -0.01], [0.00, 0.02, 0.00], [-0.03, 0.00, 0.00], [-0.02, -0.08, 0.10], [0.01, 0.02, -0.03], [-0.03, 0.00, 0.02], [0.04, -0.01, -0.05], [0.00, 0.00, 0.00], [0.00, 0.00, 0.00], [0.00, 0.00, 0.00], [0.00, 0.00, 0.00], [-0.04, -0.24, -0.17], [0.26, 0.09, 0.12], [-0.06, -0.91, 0.19], [-0.15, -0.17, -0.08], [-0.04, -0.01, 0.48], [0.05, 0.08, 0.12], [0.02, 0.01, 0.04], [0.04, 0.00, 0.07], [0.01, 0.00, 0.03]],
  "mulliken_charge": [1.71, -0.88, 0.18, -1.24, -0.40, 0.44, -0.04, 0.41, -0.40, -0.30, 0.47, 0.15, 0.32, 0.44, 0.43, 0.33, -0.59, 0.36, 0.17, 0.22, 0.09, -1.41, -0.78, -1.09, 0.78, 0.38, -0.39, 0.85, -1.36, -0.69, -1.24, -0.11, 0.26, 0.53, 0.46, 0.46, 0.95, 0.37, 0.49, 0.52, 0.55, -1.35, 0.97, -1.39, -1.26, -1.47, 0.55, 0.37, 0.23, 0.58, 0.38, 0.27, 0.45, 0.38, 0.39, 1.11, -0.48, 0.68, -1.25, 0.67, -0.77, -0.64, -0.67, -0.67, 0.31, -0.16, 0.65, 0.55, 0.57, 0.49, 0.42, 0.43, 0.48, -0.40, 0.49, -0.11, -0.95, -0.21, 0.21, 0.24, 0.32, 0.17],
  "s_squared": 2.016,
  "orbital_gap_ha": [0.2325, 0.2188],
  "charge": 2,
  "e_homo_ev": [-12.08, -12.08],
  "de_lowest_ev": 3.1447,
  "spin_multiplicity": 3
}